{"formula": "C7H6NO5P", "method": "the ωB97M-V functional and the def2-TZVPD basis", "symbols": ["C", "C", "C", "C", "C", "C", "C", "N", "O", "O", "O", "O", "O", "P", "H", "H", "H", "H", "H", "H"], "coordinates": [[-2.49997, 0.70910, -0.07746], [-1.67610, -0.01256, -0.91966], [-2.02832, 0.75664, 1.24038], [-0.73241, -0.92177, -0.54914], [-0.87122, -0.10473, 1.80100], [-0.19583, -0.77672, 0.89872], [1.41820, 0.07099, -1.07238], [1.67131, 1.37640, -0.65309], [1.85905, 2.28727, -1.46467], [2.23128, -2.54205, -0.70492], [0.70993, -1.53532, 1.04915], [1.64035, 1.49722, 0.54386], [3.20580, -0.49894, 0.72492], [2.14820, -1.15278, -0.08217], [-3.32711, 1.36656, -0.26445], [-1.70143, 0.18140, -1.97049], [-2.60684, 1.23375, 2.00205], [-0.22075, -1.54364, -1.20378], [-0.59748, -0.32927, 2.83916], [1.57335, -0.06157, -2.13703]], "forces_ev_per_angstrom": [[1.9, 0.9, 3.8], [-0.3, -1.3, -2.4], [1.2, -2.7, 1.5], [-0.9, 3.6, 3.8], [-4.2, 3.3, 0.1], [-6.4, 0.5, -6.3], [1.5, 0.9, -1.5], [-0.8, -3.6, -1.4], [0.2, 1.6, -0.8], [0.3, 1.6, 0.1], [8.5, -4.4, 2.2], [-0.2, 2.2, 2.6], [0.6, -1.3, 0.6], [0.0, -1.8, 0.3], [-0.2, 0.1, -0.8], [-0.7, -0.2, -1.0], [-0.4, 0.6, 0.4], [0.6, -1.0, -0.9], [-0.3, 1.0, -0.2], [-0.3, 0.0, -0.1]], "charge": -2, "homo_lumo_gap_ev": 5.8, "homo_energy_ev": 0.450, "smiles": "O=[N+]([O-])C=P([O-])([O-])Oc1ccccc1"}

---

{"formula": "C20H31N3O", "method": "the ωB97M-V functional and the def2-TZVPD basis", "symbols": ["C", "H", "H", "H", "C", "C", "H", "H", "H", "C", "N", "C", "C", "N", "C", "H", "C", "C", "H", "H", "C", "O", "H", "H", "H", "H", "H", "C", "C", "C", "N", "C", "C", "C", "C", "C", "C", "H", "H", "H", "H", "C", "H", "H", "H", "H", "H", "H", "H", "H", "H", "H", "H", "H", "H"], "coordinates": [[-0.78159, -4.24801, -0.49286], [-0.65074, -4.47474, 0.56313], [-1.56093, -4.89518, -0.89088], [0.14948, -4.47699, -1.00753], [-1.15724, -2.78040, -0.69208], [-1.22681, -2.47055, -2.18618], [-1.49605, -1.43260, -2.36463], [-0.26346, -2.65807, -2.65788], [-1.97024, -3.10449, -2.66655], [-2.50026, -2.47441, 0.02242], [-2.67897, -1.20150, 0.67515], [-1.94439, -0.95988, 1.89752], [-0.65839, -0.13928, 1.72701], [-0.95403, 1.07858, 0.99687], [-1.49251, 0.74524, -0.30890], [-0.78620, 0.12640, -0.88745], [-2.81927, -0.00932, -0.13972], [-3.88578, 0.90375, 0.49250], [-3.44860, 1.40321, 1.35884], [-4.70734, 0.27257, 0.83362], [-4.44762, 1.95914, -0.46005], [-3.54500, 2.99816, -0.76238], [-3.20156, 3.34483, 0.06965], [-5.36294, 2.38442, -0.01957], [-4.70961, 1.51143, -1.42211], [-3.17860, -0.31955, -1.12617], [-1.67156, 1.66726, -0.86358], [0.18007, 1.99579, 0.92276], [1.35300, 1.48012, 0.14560], [1.53324, 1.57531, -1.20587], [2.67393, 0.92934, -1.59362], [3.26047, 0.39363, -0.48203], [4.42755, -0.35054, -0.35362], [4.78562, -0.76578, 0.91024], [4.00664, -0.44792, 2.02650], [2.85006, 0.28791, 1.90714], [2.45556, 0.71739, 0.63968], [2.25834, 0.53017, 2.77749], [4.32582, -0.78930, 3.00056], [5.68681, -1.34580, 1.04529], [5.03429, -0.59365, -1.21352], [3.17955, 0.83771, -2.93235], [4.17033, 1.29488, -3.00299], [2.50347, 1.35748, -3.60898], [3.25702, -0.20730, -3.24482], [0.92074, 2.07643, -1.93241], [0.48370, 2.22033, 1.94912], [-0.18655, 2.91748, 0.45936], [0.11649, -0.74125, 1.22177], [-0.28080, 0.13074, 2.71680], [-2.60572, -0.41136, 2.57890], [-1.70282, -1.91783, 2.36127], [-2.65753, -3.23229, 0.79661], [-3.31454, -2.58120, -0.70164], [-0.37221, -2.16603, -0.24209]], "forces_ev_per_angstrom": [[0.0, 0.3, 0.0], [0.0, -0.1, 0.1], [-0.1, -0.1, 0.0], [0.1, -0.1, -0.1], [-0.1, -0.2, 0.0], [0.1, 0.1, 0.3], [0.0, 0.1, -0.1], [0.1, 0.0, -0.1], [-0.1, -0.1, -0.1], [0.3, 0.0, 0.0], [0.1, 0.0, 0.0], [0.1, 0.1, 0.1], [-0.1, -0.2, 0.1], [-0.1, 0.0, 0.1], [-0.1, -0.1, -0.2], [0.0, 0.0, 0.0], [-0.2, 0.3, 0.1], [0.0, 0.1, -0.6], [-0.1, 0.0, 0.1], [0.0, 0.0, 0.0], [-0.4, -0.3, 0.4], [0.4, 0.5, 0.0], [0.0, 0.0, -0.1], [0.1, -0.1, -0.1], [-0.1, 0.0, 0.1], [0.0, 0.0, 0.0], [0.0, 0.0, 0.0], [0.0, 0.0, -0.1], [-0.1, 0.2, -0.2], [-0.2, 0.1, 0.3], [0.0, 0.0, 0.0], [-0.1, -0.1, 0.5], [0.1, 0.0, -0.1], [0.1, 0.0, -0.1], [0.0, 0.0, 0.2], [0.0, 0.0, 0.0], [0.3, -0.1, -0.4], [-0.1, 0.0, 0.1], [0.0, 0.0, 0.1], [0.1, 0.0, 0.0], [0.1, 0.0, -0.1], [0.2, -0.1, -0.2], [-0.1, 0.0, 0.0], [0.0, 0.0, 0.0], [0.0, 0.1, 0.0], [-0.1, 0.1, -0.2], [0.0, 0.1, 0.0], [0.1, 0.0, 0.1], [0.0, 0.1, 0.0], [0.0, 0.0, 0.0], [0.1, 0.0, 0.1], [0.0, 0.0, 0.0], [0.0, 0.0, -0.1], [0.0, -0.1, 0.0], [-0.1, 0.0, 0.0]], "homo_lumo_gap_ev": 8.4, "homo_energy_ev": -7.682, "smiles": "CC(C)CN1CCN(Cc2cn(C)c3ccccc23)C[C@@H]1CCO"}

---

{"formula": "C6H8O4", "method": "the ωB97M-V functional and the def2-TZVPD basis", "symbols": ["C", "C", "C", "C", "C", "C", "O", "O", "O", "O", "H", "H", "H", "H", "H", "H", "H", "H"], "coordinates": [[-0.70855, -1.60743, -0.02350], [0.43737, -0.97455, 0.04458], [2.72843, -0.61588, -0.00384], [-1.94805, -0.76272, -0.07226], [-1.62944, 0.75328, 0.04026], [-0.15034, 1.05238, 0.03114], [2.68148, 0.58498, -0.13012], [0.33362, 1.57724, 1.18353], [0.31997, 1.57182, -1.12688], [1.72835, -1.45067, 0.09722], [-0.84852, -2.68363, -0.04001], [3.67657, -1.17504, 0.04638], [-2.48487, -0.96637, -1.00183], [-2.60674, -1.05545, 0.74798], [-2.07915, 1.29076, -0.79426], [-2.03420, 1.14940, 0.97236], [1.29126, 1.71248, 1.11176], [1.29281, 1.59940, -1.08251]], "forces_ev_per_angstrom": [[0.3, -0.6, 0.1], [-1.4, 4.3, -0.1], [0.9, 0.4, 0.0], [0.0, 0.2, 0.0], [0.2, 0.0, 0.0], [1.4, -3.7, -0.1], [0.1, -0.1, 0.0], [-0.2, 0.5, 0.2], [-0.1, 0.5, 0.0], [-0.6, -1.2, 0.0], [0.1, -0.1, 0.0], [-0.2, 0.1, 0.0], [-0.1, 0.0, 0.0], [-0.1, 0.0, -0.1], [0.0, 0.0, 0.1], [0.0, 0.0, -0.1], [-0.2, -0.2, -0.1], [-0.3, -0.2, 0.1]], "homo_lumo_gap_ev": 9.4, "homo_energy_ev": -8.575}

---

{"formula": "C3H14O3S", "method": "the ωB97M-V functional and the def2-TZVPD basis", "symbols": ["C", "C", "S", "C", "H", "H", "H", "H", "H", "H", "H", "H", "H", "H", "O", "H", "H", "O", "H", "H", "O"], "coordinates": [[0.53059, -1.16465, -1.74195], [0.50139, 0.31676, -1.38819], [-0.94909, 1.17007, -1.63566], [-1.87218, 0.49543, -0.26175], [0.08508, -1.71547, -0.93942], [1.51191, -1.60227, -1.92867], [-0.14042, -1.46548, -2.54301], [1.03699, 0.86565, -2.07434], [0.93146, 0.42949, -0.31313], [-2.66955, 1.24860, -0.41623], [-2.20209, -0.52191, -0.39295], [-1.26496, 0.58539, 0.61146], [-2.00551, -4.53625, 0.18232], [-2.39403, -3.74953, 1.46631], [-1.70207, -4.35089, 1.14402], [2.21127, -0.30757, 3.14443], [2.81313, 1.11393, 3.10462], [2.49292, 0.39089, 3.64574], [0.71947, 3.68539, 0.67585], [1.46434, 4.97134, -0.19122], [0.90134, 4.14107, -0.14823]], "forces_ev_per_angstrom": [[-0.6, -0.5, 0.0], [1.6, -1.8, 1.9], [-1.5, 0.2, 0.1], [-1.0, 1.3, -1.5], [0.0, -0.5, 0.9], [0.1, 0.3, 0.1], [0.1, 0.5, -0.6], [2.5, 0.9, -1.3], [-0.6, 0.2, -1.8], [-0.4, -0.9, 1.5], [-0.3, -0.2, -0.2], [0.0, 0.3, 0.8], [0.8, 0.4, 2.4], [0.3, -0.3, 0.0], [-1.2, -0.1, -2.4], [-1.0, -2.5, -2.3], [-0.1, -0.3, -0.3], [1.0, 2.7, 2.6], [0.6, 0.9, 0.4], [-1.2, -1.9, 1.2], [0.6, 1.1, -1.6]], "homo_lumo_gap_ev": 8.8, "homo_energy_ev": -8.433, "smiles": "CCSC.O.O.O"}

---

What did the first record say?
{"formula": "C7H6NO5P", "method": "the ωB97M-V functional and the def2-TZVPD basis", "symbols": ["C", "C", "C", "C", "C", "C", "C", "N", "O", "O", "O", "O", "O", "P", "H", "H", "H", "H", "H", "H"], "coordinates": [[-2.49997, 0.70910, -0.07746], [-1.67610, -0.01256, -0.91966], [-2.02832, 0.75664, 1.24038], [-0.73241, -0.92177, -0.54914], [-0.87122, -0.10473, 1.80100], [-0.19583, -0.77672, 0.89872], [1.41820, 0.07099, -1.07238], [1.67131, 1.37640, -0.65309], [1.85905, 2.28727, -1.46467], [2.23128, -2.54205, -0.70492], [0.70993, -1.53532, 1.04915], [1.64035, 1.49722, 0.54386], [3.20580, -0.49894, 0.72492], [2.14820, -1.15278, -0.08217], [-3.32711, 1.36656, -0.26445], [-1.70143, 0.18140, -1.97049], [-2.60684, 1.23375, 2.00205], [-0.22075, -1.54364, -1.20378], [-0.59748, -0.32927, 2.83916], [1.57335, -0.06157, -2.13703]], "forces_ev_per_angstrom": [[1.9, 0.9, 3.8], [-0.3, -1.3, -2.4], [1.2, -2.7, 1.5], [-0.9, 3.6, 3.8], [-4.2, 3.3, 0.1], [-6.4, 0.5, -6.3], [1.5, 0.9, -1.5], [-0.8, -3.6, -1.4], [0.2, 1.6, -0.8], [0.3, 1.6, 0.1], [8.5, -4.4, 2.2], [-0.2, 2.2, 2.6], [0.6, -1.3, 0.6], [0.0, -1.8, 0.3], [-0.2, 0.1, -0.8], [-0.7, -0.2, -1.0], [-0.4, 0.6, 0.4], [0.6, -1.0, -0.9], [-0.3, 1.0, -0.2], [-0.3, 0.0, -0.1]], "charge": -2, "homo_lumo_gap_ev": 5.8, "homo_energy_ev": 0.450, "smiles": "O=[N+]([O-])C=P([O-])([O-])Oc1ccccc1"}